A single C5H9NO molecule. Source: the Open Molecules 2025 dataset; level of theory: ωB97M-V/def2-TZVPD.

The calculation puts the highest occupied orbital energy at -9.9248 eV. Its multiplicity is 1. The total energy comes out at -8867.6710 eV. For the LUMO energy, the calculation gives 0.985 eV.

Last column: Mulliken charge in e.
Element x y z (Å)
C: 0.734 1.159 0.634  -1.5779
C: 0.206 -0.043 -0.151  1.7444
C: 1.338 -0.972 -0.624  -1.5884
C: -0.840 -0.802 0.608  -0.8017
O: -1.979 0.057 0.577  -0.3639
C: -1.856 0.700 -0.665  -0.0200
N: -0.731 0.653 -1.259  -0.7037
H: 1.142 1.837 -0.115  0.3839
H: 1.522 0.951 1.372  0.3860
H: -0.103 1.646 1.143  0.3573
H: 2.278 -0.878 -0.053  0.3131
H: 1.062 -2.037 -0.592  0.3514
H: 1.545 -0.694 -1.651  0.4058
H: -1.091 -1.757 0.118  0.3885
H: -0.418 -0.999 1.594  0.3441
H: -2.809 1.180 -0.938  0.3812